The following is a quantum chemistry calculation of 11 unconnected molecules or ions with the total composition H22O11, from the OMol25 dataset.

Last column: Löwdin charge in e.
Atoms and positions in Å:
O -1.2126 -1.1831 -4.3273  -0.051
H -1.2630 -0.8518 -3.4307  0.012
H -1.9662 -0.7927 -4.7701  0.026
O 1.8794 3.2286 0.3017  -0.051
H 1.0157 3.5412 0.0324  0.019
H 2.4145 4.0203 0.3575  0.034
O -3.7471 0.8859 0.8913  -0.049
H -4.5944 0.6187 1.2474  0.036
H -3.1925 1.0127 1.6610  0.013
O -5.0491 -2.3261 -0.9221  -0.051
H -5.5632 -1.8560 -1.5785  0.028
H -4.2175 -1.8536 -0.8849  0.021
O -1.0190 -4.4113 -1.4056  -0.051
H -0.4641 -3.6404 -1.2874  0.017
H -0.5720 -5.1053 -0.9211  0.027
O 5.7878 1.4322 -0.5179  -0.055
H 4.8844 1.1531 -0.3691  0.015
H 6.1648 0.7432 -1.0651  0.030
O -0.3505 -0.5608 -0.6525  -0.035
H -0.9390 -0.1952 0.0080  0.023
H 0.5227 -0.2823 -0.3765  0.021
O 2.8779 -0.3340 1.4661  -0.048
H 3.4534 -0.1959 2.2185  0.036
H 2.3037 0.4318 1.4594  0.016
O -1.0391 1.7672 3.4224  -0.051
H -0.2306 2.1030 3.8094  0.033
H -1.6967 1.8743 4.1097  0.031
O -1.8263 4.5656 -0.3320  -0.048
H -2.0460 5.0278 0.4769  0.031
H -2.4453 3.8364 -0.3675  0.027
O 3.8303 -4.5354 0.5027  -0.052
H 3.5283 -3.6297 0.5722  0.021
H 4.7713 -4.4882 0.6717  0.028

As for the spin multiplicity: 1. The value obtained for the total energy is -840.79544 Ha. For the LUMO energy, the calculation gives -0.19 eV. The value obtained for the energy relative to the best compared isomer or geometry (same formula, charge and spin) is 2.3045 eV. The calculation puts the frontier orbital gap at 0.394 Eh.